C21H36P2Sn | ωB97M-V/def2-TZVPD

Results
LUMO energy (spin up / spin down): -6.162 / -6.055 eV
frontier orbital gap (spin up / spin down): 6.06 / 6.17 eV
relative energy (zero: lowest compared OMol25 entry of this formula, charge and spin): 0.00 kJ/mol
DFT total energy: -46750.4518 eV
total charge: +2
highest occupied orbital energy (spin up / spin down): -0.4492 / -0.4491 Eh

The geometry in XYZ format:
```
60
C21H36P2Sn | the Open Molecules 2025 dataset | ωB97M-V/def2-TZVPD
P 0.1254 -2.3119 -2.5889
P 0.1417 1.8342 -2.3802
C -0.2325 -0.8636 -3.6188
C 0.6474 0.3993 -3.3760
H -1.3042 -0.6300 -3.6633
H 0.0007 -1.2182 -4.6337
H 1.6464 0.1149 -3.0068
H 0.8220 0.8669 -4.3583
C -1.0567 2.8053 -3.3355
H -1.4469 3.6601 -2.7617
H -1.9091 2.1908 -3.6632
H -0.5561 3.1925 -4.2355
C 1.5561 2.9338 -2.1822
H 1.5030 3.6981 -2.9678
H 2.4952 2.3752 -2.2867
H 1.5185 3.4333 -1.2056
C -0.9036 -3.7506 -2.9344
H -0.8763 -4.4492 -2.0804
H -0.5074 -4.2781 -3.8183
H -1.9457 -3.4619 -3.1310
C 1.8225 -2.8158 -2.9237
H 2.5027 -1.9556 -2.9577
H 1.8547 -3.3204 -3.8987
H 2.1659 -3.5266 -2.1603
Sn 2.0920 -0.5985 3.0451
C -0.4946 1.5875 -0.7091
C -1.9115 1.2961 -0.5670
C -2.4952 0.0441 -0.9948
C -2.3760 -1.1009 0.1031
C -1.4330 -2.1136 -0.3132
C -0.1026 -1.8936 -0.8452
C 0.8605 -0.7313 -0.3496
C 0.4056 0.6394 0.1864
C 1.1825 -2.2201 4.2502
H -0.3642 2.6227 -0.3196
H -2.5043 1.9454 0.0798
H -2.0158 -0.3060 -1.9385
H -3.5751 0.1883 -1.1980
H -2.1514 -0.6904 1.1068
H -3.3586 -1.6018 0.1858
H -1.7789 -3.1514 -0.2854
H 0.4235 -2.7965 -0.4637
H 1.6416 -0.5821 -1.1141
H 1.4193 -1.1976 0.4902
H -0.1211 0.4854 1.1390
H 1.3306 1.1858 0.4529
H 1.8858 -2.4310 5.0688
H 1.0739 -3.0852 3.5793
H 0.2159 -1.8641 4.6354
C -0.1140 2.6475 6.1668
C -0.9262 1.8574 5.3452
C -0.3476 1.0226 4.3628
C 1.0435 0.9742 4.2589
C 1.8647 1.7727 5.0535
C 1.2788 2.6041 6.0242
H -0.5589 3.2930 6.9257
H -2.0130 1.8865 5.4724
H -1.0016 0.4200 3.7210
H 2.9502 1.7563 4.9400
H 1.9118 3.2126 6.6737
```

natural (NBO) atomic charge list, values in e, 5 entries: P 1.62; P 1.59; C -0.76; C -0.75; H 0.28

---

C42H50BCl48IN4O4S | ωB97M-V/def2-TZVPD

Results
LUMO energy: -0.291 eV
frontier orbital gap: 7.77 eV
DFT total energy: -679203.7716 eV
total charge: 0
highest occupied orbital energy: -0.2962 Eh

The geometry in XYZ format:
```
151
C42H50BCl48IN4O4S | the Open Molecules 2025 dataset | ωB97M-V/def2-TZVPD
C 6.9607 -3.7551 0.3757
O 5.5445 -3.8169 0.3448
C 4.9287 -2.5607 0.5246
C 3.7883 -2.4166 -0.4579
C 2.5691 -2.9119 -0.1552
C 2.3051 -3.5786 1.1600
C 1.8729 -2.4475 2.1348
C 2.4535 -2.6695 3.5144
I 1.9699 -1.0363 4.8416
C 1.5435 -2.7340 -1.1056
O 0.2197 -3.2068 -0.8666
C 0.1541 -4.4879 -0.8415
N 0.1974 -5.6070 -0.5458
C 1.7470 -2.0691 -2.2575
C 0.6407 -1.8870 -3.2700
C -0.0487 -0.5227 -3.1470
C -1.4666 -0.7684 -2.5989
C -2.1841 0.3839 -1.9160
N -1.8684 0.3885 -0.4936
C -2.7557 0.2619 0.5253
C -2.1033 0.2718 1.6991
C -0.7274 0.4442 1.4160
C -0.6440 0.5115 0.0622
C 3.0051 -1.5165 -2.5487
N 3.1423 -0.8170 -3.7074
C 4.3385 -0.3481 -3.8861
C 4.5356 0.4852 -5.1311
C 4.3092 1.9730 -4.7938
C 5.0741 2.9742 -5.6569
S 6.8618 2.7130 -5.7844
C 5.4281 -0.5687 -2.9930
C 6.7938 -0.0122 -3.2299
B 7.2121 1.1203 -2.2002
O 6.3397 1.5593 -1.2175
O 8.4607 1.6450 -2.2482
N 5.2772 -1.2448 -1.8972
C 4.0293 -1.7202 -1.6490
H 7.3281 -4.6062 0.9435
H 7.3831 -3.8234 -0.6261
H 7.3237 -2.8607 0.8725
H 5.5981 -1.7225 0.3613
H 4.5111 -2.4687 1.5269
H 1.5714 -4.3707 1.1136
H 3.1973 -4.0259 1.5810
H 2.2444 -1.4882 1.7795
H 0.7931 -2.3360 2.1749
H 2.0500 -3.5615 3.9762
H 3.5343 -2.6757 3.4976
H -0.0610 -2.7096 -3.2213
H 1.1305 -1.9508 -4.2361
H -0.1639 -0.0898 -4.1390
H 0.5570 0.1776 -2.5842
H -1.4215 -1.6060 -1.9091
H -2.0602 -1.0855 -3.4559
H -2.0268 1.3504 -2.3812
H -3.2483 0.1797 -1.9654
H -3.8074 0.1733 0.3371
H -2.5304 0.1640 2.6772
H 0.1168 0.4887 2.0730
H 0.3212 0.6147 -0.3989
H 5.4779 0.2850 -5.6264
H 3.7529 0.1653 -5.8124
H 3.2450 2.1592 -4.9234
H 4.5045 2.1470 -3.7355
H 4.9424 3.9488 -5.1938
H 4.6368 3.0772 -6.6417
H 7.3048 3.2051 -4.6176
H 6.9473 0.3247 -4.2474
H 7.4914 -0.8366 -3.0728
H 5.5206 1.8697 -1.6101
H 8.4599 2.3983 -1.6453
C 5.0001 1.6352 6.9504
Cl 5.5398 1.2916 5.3057
Cl 3.2690 1.9807 6.9812
Cl 5.3871 0.2923 8.0264
H 5.5250 2.5130 7.3016
C -1.5722 -0.5934 6.2583
Cl -1.8313 -0.7555 7.9975
Cl -1.8469 -2.1266 5.4343
Cl -2.5680 0.7065 5.6054
H -0.5361 -0.3258 6.0946
C -5.1334 1.9930 -4.1142
Cl -4.1747 1.4581 -5.4975
Cl -5.8474 0.5893 -3.3113
Cl -4.1297 2.9860 -3.0488
H -5.9401 2.6112 -4.4839
C 10.1297 -2.2924 3.0555
Cl 9.8365 -2.6153 4.7644
Cl 10.2595 -3.7990 2.1484
Cl 8.8537 -1.2682 2.3875
H 11.0732 -1.7616 2.9667
C -8.1368 -2.5681 -3.2782
Cl -7.0364 -2.9929 -4.5869
Cl -8.9038 -4.0164 -2.6265
Cl -7.2604 -1.6621 -2.0366
H -8.9106 -1.9276 -3.6808
C -1.5322 4.0397 8.1077
Cl -0.1992 3.0289 7.5382
Cl -2.3408 4.8210 6.7485
Cl -2.6799 3.0912 9.0504
H -1.1186 4.8069 8.7474
C -3.2935 8.4875 8.9634
Cl -2.2373 9.4164 7.9000
Cl -2.7042 6.8336 9.1361
Cl -3.4418 9.2711 10.5373
H -4.2756 8.4469 8.5128
C -2.9055 -6.8891 -1.8905
Cl -4.1225 -5.6511 -1.5679
Cl -3.4078 -8.4465 -1.2314
Cl -2.5910 -7.0165 -3.6230
H -1.9843 -6.5964 -1.4016
C -8.7816 -0.7963 -7.9973
Cl -7.6920 -1.2072 -9.3225
Cl -9.5409 -2.2473 -7.3418
Cl -7.9211 0.0879 -6.7324
H -9.5652 -0.1547 -8.3922
C 14.3179 -2.4643 3.8901
Cl 15.9235 -2.9594 3.3614
Cl 13.3661 -1.8789 2.5169
Cl 13.4876 -3.7884 4.7009
H 14.4281 -1.6503 4.5933
C -1.0889 4.5001 2.4194
Cl -1.5868 3.9330 4.0168
Cl -0.6846 3.1252 1.3815
Cl -2.3583 5.4936 1.6898
H -0.2093 5.1177 2.5409
C -12.5247 1.1648 -10.0086
Cl -12.3976 2.5417 -8.9099
Cl -11.0390 0.2080 -9.9745
Cl -13.9144 0.1676 -9.5987
H -12.6614 1.5431 -11.0127
C -6.6560 1.8075 7.6502
Cl -7.3461 2.3714 6.1275
Cl -5.1497 0.9431 7.3659
Cl -6.3921 3.1674 8.7480
H -7.3599 1.1288 8.1126
C -11.9015 -5.5652 0.2556
Cl -10.3836 -5.9523 -0.5531
Cl -11.6083 -5.0193 1.9032
Cl -12.7995 -4.3480 -0.6536
H -12.5003 -6.4646 0.2979
C 8.4892 3.4141 9.1384
Cl 9.0088 3.0695 7.4883
Cl 6.7591 3.7658 9.1796
Cl 8.8765 2.0695 10.2086
H 9.0193 4.2897 9.4869
C -13.2236 6.1146 -9.8756
Cl -11.9207 7.2012 -10.3579
Cl -14.2062 6.8433 -8.6055
Cl -14.2224 5.6829 -11.2661
H -12.7808 5.2095 -9.4826
```

Löwdin atomic charge list, values in e, 5 entries: C -0.11; O -0.14; C -0.16; C -0.07; C -0.10

---

C4H13NOS | ωB97M-V/def2-TZVPD

Results
LUMO energy (spin up / spin down): -4.132 / -9.049 eV
frontier orbital gap (spin up / spin down): 8.70 / 3.76 eV
relative energy (zero: lowest compared OMol25 entry of this formula, charge and spin): 135.26 kJ/mol
DFT total energy: -18722.2589 eV
total charge: +1
spin multiplicity: 2
highest occupied orbital energy (spin up / spin down): -0.4715 / -0.4708 Eh

The geometry in XYZ format:
```
20
C4H13NOS | the Open Molecules 2025 dataset | ωB97M-V/def2-TZVPD
C 0.7997 -0.0383 -1.0314
C 0.2519 -0.7309 0.2654
C 1.2407 -0.5731 1.4095
S 2.9011 -1.2843 1.1235
C 0.9646 1.4646 -0.9428
N -0.3009 2.1906 -1.0796
H 1.8183 -0.4119 -1.2272
H 0.2341 -0.3210 -1.9145
H -0.5979 -0.1075 0.5546
H -0.0187 -1.7661 0.1097
H 1.2851 0.4435 1.7875
H 0.8330 -1.1592 2.2563
H 3.4519 -0.8289 2.2984
H 1.5409 1.7389 -0.0530
H 1.6035 1.7614 -1.7798
H -0.6174 2.4713 -0.1611
H -0.1918 3.0598 -1.5978
H -4.6364 -1.7472 -0.6331
H -5.5995 -2.4405 0.3600
O -4.9620 -1.7213 0.2554
```

natural (NBO) atomic charge list, values in e, 5 entries: C -0.39; C -0.43; C -0.58; S 0.68; C -0.23

---

C2H2N2O3 | ωB97M-V/def2-TZVPD

Results
LUMO energy (spin up / spin down): -4.043 / -3.029 eV
frontier orbital gap (spin up / spin down): 6.03 / 8.75 eV
relative energy (zero: lowest compared OMol25 entry of this formula, charge and spin): 778.18 kJ/mol
DFT total energy: -11220.7398 eV
total charge: 0
highest occupied orbital energy (spin up / spin down): -0.3701 / -0.4329 Eh

The geometry in XYZ format:
```
9
C2H2N2O3 | the Open Molecules 2025 dataset | ωB97M-V/def2-TZVPD
C 2.0584 -0.7003 0.1328
C -0.7272 -0.2376 -0.4173
N 3.0859 -1.1245 0.0280
N -0.4533 1.1104 -0.0767
O 0.0932 1.8847 -0.8920
O -0.7545 1.4637 1.0358
O -1.5213 -0.9674 0.3015
H -0.2606 -0.8185 -1.3375
H -1.5206 -0.6106 1.2255
```

natural (NBO) atomic charge list, values in e, 5 entries: C 0.12; C 0.40; N -0.49; N 0.40; O -0.31

---

C59H48BrCl8GeN3OP2SW | ωB97M-V/def2-TZVPD

Results
LUMO energy (spin up / spin down): -7.031 / -11.263 eV
frontier orbital gap (spin up / spin down): 6.98 / 3.23 eV
relative energy (zero: lowest compared OMol25 entry of this formula, charge and spin): 246.26 kJ/mol
DFT total energy: -326427.9306 eV
total charge: +3
spin multiplicity: 4
highest occupied orbital energy (spin up / spin down): -0.5147 / -0.5328 Eh

The geometry in XYZ format:
```
125
C59H48BrCl8GeN3OP2SW | the Open Molecules 2025 dataset | ωB97M-V/def2-TZVPD
W 0.5434 0.1187 -0.0504
Cl -0.2130 4.1288 -0.1619
C 0.0865 3.1376 -1.6091
C 0.8718 1.8885 -1.2916
C 1.8770 1.6320 -2.1366
Cl 2.4770 -0.0108 -2.0608
C 2.4827 2.4923 -3.1506
Cl 3.9249 1.9553 -3.9031
C 1.8931 3.6600 -3.4512
Cl 2.4949 4.6871 -4.6743
C 0.5834 4.0446 -2.8313
Cl 0.5683 5.7801 -2.4947
O -5.5396 -3.9397 -2.3405
C -4.6677 -2.9678 -2.1467
C -4.2146 -2.1054 -3.1550
C -3.2938 -1.1530 -2.8286
N -2.7897 -1.0012 -1.5724
C -3.2614 -1.8180 -0.5974
Br -2.6739 -1.6037 1.1505
C -4.1881 -2.7946 -0.8424
H -5.8158 -4.0000 -3.2669
H -4.5650 -2.1770 -4.1735
H -2.9695 -0.4341 -3.5623
H -4.5332 -3.4345 -0.0462
C -0.9425 4.8050 5.6400
S -2.4630 4.1150 5.0531
C -2.0301 3.2428 3.5659
C -1.3662 1.8869 3.9150
C -1.3904 0.9258 2.7145
N -0.3830 1.1911 1.6891
P -1.7965 0.4679 -1.1532
C -3.2051 1.4253 -0.5023
C -4.4925 1.1846 -1.0011
C -5.5448 2.0225 -0.6778
C -5.3265 3.1383 0.1162
C -4.0553 3.3837 0.6108
C -3.0059 2.5228 0.3275
C -1.4217 1.3288 -2.6927
C -1.2113 2.8057 -2.4387
C -0.6799 3.6113 -3.6428
C -0.4130 2.8677 -4.9047
C -0.5572 1.5468 -4.9903
C -1.0309 0.7717 -3.8504
P 1.2168 1.4145 1.9134
C 2.0163 3.0156 1.8610
C 1.7190 4.0347 2.7652
C 2.3549 5.2575 2.6813
C 3.3270 5.4637 1.7064
C 3.6641 4.4410 0.8364
C 3.0098 3.2207 0.9126
C 1.8991 0.6266 3.3891
C 1.3547 -0.5450 3.9223
C 1.8906 -1.1223 5.0571
C 2.9880 -0.5421 5.6822
C 3.5448 0.6142 5.1602
C 3.0044 1.1958 4.0247
H -1.1463 5.3497 6.5568
H -0.5334 5.4652 4.8736
H -0.2303 4.0001 5.8297
H -1.3726 3.8639 2.9528
H -2.9690 3.0792 3.0436
H -1.8867 1.4145 4.7493
H -0.3396 2.0600 4.2514
H -2.3783 0.9789 2.2564
H -1.3034 -0.0762 3.1433
H -4.7051 0.3527 -1.6596
H -6.5309 1.8160 -1.0666
H -6.1386 3.8140 0.3364
H -3.8767 4.2748 1.1952
H -2.0187 2.7187 0.7134
H -2.0910 3.2714 -1.9942
H -1.2962 4.4861 -3.8538
H -0.0929 3.4435 -5.7605
H -0.3568 1.0223 -5.9120
H -1.0474 -0.3026 -3.9846
H 0.9930 3.8661 3.5480
H 2.1182 6.0534 3.3732
H 3.8333 6.4155 1.6408
H 4.4291 4.5937 0.0912
H 3.2656 2.4319 0.2118
H 0.5109 -1.0210 3.4522
H 1.4582 -2.0268 5.4596
H 3.4063 -0.9925 6.5693
H 4.4064 1.0632 5.6333
H 3.4592 2.0954 3.6278
Cl 5.7190 -2.0261 -0.0139
C 4.6893 -1.8242 1.3960
Cl 5.3354 -0.5748 2.4828
Cl 4.3708 -3.3321 2.2569
C 3.3662 -1.3219 0.9489
N 2.3347 -0.8617 0.7140
C -1.8445 -4.2816 -4.6972
C -1.0560 -3.1463 -4.8291
C -0.4552 -2.5910 -3.7112
C -0.6376 -3.1184 -2.4288
C -1.4702 -4.2305 -2.3191
C -2.0484 -4.8199 -3.4374
Ge 0.5143 -2.5142 -0.9305
C 0.1587 -3.7128 0.5804
C 0.0464 -5.0925 0.3939
C -0.0650 -5.9540 1.4733
C -0.0441 -5.4583 2.7717
C 0.0932 -4.0942 2.9746
C 0.1882 -3.2463 1.8813
C 2.3043 -3.1723 -1.4962
C 2.9898 -4.0337 -0.6378
C 4.1362 -4.7050 -1.0376
C 4.6500 -4.5096 -2.3076
C 4.0024 -3.6361 -3.1723
C 2.8438 -2.9919 -2.7730
H -2.2721 -4.7535 -5.5709
H -0.8743 -2.7220 -5.8077
H 0.2055 -1.7445 -3.8591
H -1.6366 -4.6937 -1.3535
H -2.6350 -5.7214 -3.3210
H 0.0791 -5.5227 -0.5993
H -0.1529 -7.0170 1.3012
H -0.1234 -6.1332 3.6116
H 0.1333 -3.6986 3.9794
H 0.3120 -2.1759 2.0572
H 2.6153 -4.2272 0.3586
H 4.6262 -5.3834 -0.3513
H 5.5371 -5.0372 -2.6294
H 4.3879 -3.4780 -4.1704
H 2.3589 -2.3578 -3.4981
```

Löwdin atomic charge list, values in e, 5 entries: W 0.99; Cl 0.76; C -0.66; C -0.36; C -0.65